Computed, not measured: a 2-piece molecular cluster, C11H30FN2O3S2Si overall, with the ωB97M-V functional and the def2-TZVPD basis.

```
50
C11H30FN2O3S2Si the ωB97M-V functional and the def2-TZVPD basis
C -7.312 0.970 -1.803
C -6.257 -0.099 -2.036
O -5.391 0.342 -3.097
C -5.415 -0.249 -0.796
N -4.781 -1.555 -0.684
C -3.966 -1.666 0.529
C -2.632 -0.992 0.255
O -1.547 -1.698 0.899
Si -0.120 -0.900 0.858
S 1.376 -2.207 1.669
S -0.109 0.759 2.210
C 0.479 -0.443 -0.880
C -0.268 0.690 -1.579
F 1.845 -0.059 -0.727
H -6.786 1.895 -1.596
H -7.952 0.713 -0.974
H -7.893 1.127 -2.705
H -6.714 -1.036 -2.347
H -5.965 0.768 -3.752
H -6.066 -0.086 0.070
H -4.688 0.554 -0.804
H -5.490 -2.275 -0.692
H -4.468 -1.147 1.345
H -3.844 -2.713 0.766
H -2.488 -1.029 -0.816
H -2.667 0.036 0.608
H 2.005 -2.702 0.594
H -0.794 1.679 1.517
H 0.434 -1.326 -1.505
H -0.612 0.353 -2.545
H -1.118 1.066 -1.026
H 0.404 1.519 -1.749
C 4.839 1.473 -0.036
C 4.587 1.095 1.416
C 5.853 0.925 2.257
O 6.505 -0.285 1.929
C 7.584 -0.188 0.992
N 3.892 -0.235 1.449
H 5.281 0.652 -0.601
H 3.906 1.747 -0.530
H 5.510 2.327 -0.093
H 3.919 1.821 1.877
H 5.571 0.846 3.311
H 6.511 1.789 2.160
H 8.051 0.797 1.021
H 7.237 -0.399 -0.021
H 8.323 -0.937 1.264
H 3.143 -0.321 0.754
H 3.490 -0.440 2.365
H 4.603 -0.957 1.280
```

- Net charge: +1
- LUMO: -2.5 eV